No. 1
Formula: C10H17NP
Source: the Open Molecules 2025 dataset
Level of theory: ωB97M-V/def2-TZVPD

Geometry as XYZ:
```
29
C10H17NP | the Open Molecules 2025 dataset | ωB97M-V/def2-TZVPD
C -2.37 2.29 -0.73
C -2.02 0.92 -0.20
C -2.07 0.61 1.12
C -1.95 -0.91 1.32
C -1.88 -1.42 -0.10
C -1.96 -0.24 -1.08
P -0.36 -1.23 -1.24
N 0.83 -0.24 -0.16
C 1.72 0.67 -0.87
C 3.15 -0.03 -0.69
C 3.04 -0.61 0.69
C 1.63 -1.24 0.64
H -1.39 2.78 -0.98
H -2.78 2.91 0.13
H -2.88 2.23 -1.71
H -1.93 1.32 2.00
H -1.22 -1.23 1.97
H -2.82 -1.42 1.73
H -2.38 -2.39 -0.33
H -2.55 -0.37 -2.02
H 0.22 0.22 0.47
H 1.63 1.66 -0.23
H 1.36 0.84 -1.85
H 4.01 0.70 -0.85
H 3.22 -0.85 -1.49
H 3.94 -1.33 0.98
H 3.04 0.14 1.48
H 1.59 -2.30 0.29
H 1.18 -1.49 1.69
```

Results
* 2S+1: 1
* HOMO level: -12.5 eV
* total charge: +1
* Kohn-Sham gap: 9.778 eV
* lowest unoccupied orbital energy: -2.68 eV
* SMILES: CC1=CC[C@H]2[C@@H]1P2[NH+]1CCCC1
* relative energy (zero: lowest compared OMol25 entry of this formula, charge and spin): 1.1382 eV

***

No. 2
Formula: C10H17P
Source: the Open Molecules 2025 dataset
Level of theory: ωB97M-V/def2-TZVPD

Geometry as XYZ:
```
28
C10H17P | the Open Molecules 2025 dataset | ωB97M-V/def2-TZVPD
C 0.19 0.74 -0.03
C -0.56 0.05 -1.00
C -0.30 1.64 0.83
C -0.76 -0.79 -1.98
C 0.56 2.41 1.79
C -1.76 1.96 0.89
C 0.30 -1.62 -2.66
C -2.16 -1.01 -2.48
C 1.67 -1.04 2.32
C 1.93 -1.27 0.84
P 2.03 0.30 -0.17
H 1.46 1.86 2.03
H 0.86 3.36 1.33
H 0.01 2.63 2.70
H -2.17 1.68 1.86
H -1.90 3.03 0.77
H -2.31 1.43 0.11
H 0.20 -2.66 -2.35
H 0.16 -1.59 -3.74
H 1.30 -1.27 -2.42
H -2.49 -2.03 -2.28
H -2.86 -0.32 -2.00
H -2.20 -0.85 -3.56
H 2.48 -0.49 2.79
H 0.75 -0.48 2.47
H 1.57 -1.99 2.84
H 1.13 -1.88 0.41
H 2.88 -1.81 0.70
```

Results
* 2S+1: 1
* HOMO level (spin up / spin down): -7.8 / -7.3 eV
* Kohn-Sham gap (spin up / spin down): 8.145 / 6.758 eV
* lowest unoccupied orbital energy (spin up / spin down): 0.39 / -0.50 eV
* relative energy (zero: lowest compared OMol25 entry of this formula, charge and spin): 2.0763 eV

***

No. 3
Formula: C10H18AgClO10S
Source: the Open Molecules 2025 dataset
Level of theory: ωB97M-V/def2-TZVPD

Geometry as XYZ:
```
41
C10H18AgClO10S | the Open Molecules 2025 dataset | ωB97M-V/def2-TZVPD
Ag 1.99 -0.94 2.50
Cl 2.37 -0.45 5.85
O 2.75 -3.80 1.43
C 3.70 -3.90 0.44
C 4.87 -2.79 0.42
O 4.54 -1.40 0.60
H 3.05 -3.83 -0.43
H 4.23 -4.83 0.24
H 5.46 -2.86 -0.50
H 5.68 -3.07 1.10
O -1.58 -2.15 2.38
C -2.94 -1.91 2.69
C -3.98 -3.07 2.34
O -3.66 -4.40 2.74
H -3.28 -1.09 2.05
H -3.07 -1.57 3.72
H -4.06 -3.06 1.25
H -4.93 -2.63 2.64
O 0.74 2.39 1.40
C 0.09 3.32 0.91
O -0.95 3.66 1.50
C -1.67 4.66 0.77
C -0.79 4.86 -0.47
C 0.49 4.14 -0.27
H -1.57 5.59 1.32
H -2.72 4.66 0.50
H -0.55 5.91 -0.64
H -1.23 4.33 -1.32
H 1.24 4.91 -0.13
H 0.74 3.46 -1.09
C -1.37 -0.40 -2.26
C -0.05 -1.08 -2.38
O 0.77 -0.21 -3.09
S -0.07 0.36 -4.42
O 0.03 -0.67 -5.46
O 0.21 1.73 -4.84
O -1.51 0.21 -3.57
H -1.28 0.42 -1.55
H -2.10 -1.18 -2.06
H -0.10 -2.05 -2.88
H 0.48 -1.28 -1.45
```

Results
* 2S+1: 2
* HOMO level (spin up / spin down): 2.7 / 2.7 eV
* total charge: -3
* Kohn-Sham gap (spin up / spin down): 2.237 / 2.231 eV
* lowest unoccupied orbital energy (spin up / spin down): 4.90 / 4.90 eV
* <S²>: 0.76

***

No. 4
Formula: C10H18B2Cl3NO
Source: the Open Molecules 2025 dataset
Level of theory: ωB97M-V/def2-TZVPD

Geometry as XYZ:
```
35
C10H18B2Cl3NO | the Open Molecules 2025 dataset | ωB97M-V/def2-TZVPD
Cl -3.37 -1.47 -0.19
B -2.45 -1.19 -1.77
Cl -3.24 -2.17 -3.13
Cl -2.48 0.61 -2.19
O -1.07 -1.62 -1.62
C -0.26 -1.50 -2.67
C 1.08 -1.89 -2.60
C 1.99 -1.79 -3.68
C 3.30 -2.20 -3.53
C 3.74 -2.71 -2.32
C 2.87 -2.81 -1.25
C 1.56 -2.41 -1.38
H -0.68 -1.10 -3.58
H 1.65 -1.40 -4.63
H 3.99 -2.12 -4.35
H 4.77 -3.02 -2.20
H 3.21 -3.21 -0.31
H 0.87 -2.49 -0.56
C -1.01 3.05 3.59
N -0.94 2.00 2.53
C 0.02 0.91 2.90
C -2.29 1.45 2.20
B -0.39 2.68 1.23
H -0.31 1.91 0.35
H -1.39 2.63 4.52
H -0.02 3.47 3.78
H -1.67 3.86 3.28
H -0.31 0.40 3.79
H 0.10 0.19 2.09
H 1.01 1.32 3.08
H -2.72 0.96 3.06
H -2.95 2.25 1.88
H -2.21 0.73 1.38
H -1.09 3.55 0.88
H 0.68 3.14 1.41
```

Results
* 2S+1: 1
* HOMO level: -9.4 eV
* Kohn-Sham gap: 7.012 eV
* lowest unoccupied orbital energy: -2.40 eV

***

No. 5
Formula: C10H18BClO7
Source: the Open Molecules 2025 dataset
Level of theory: ωB97M-V/def2-TZVPD

Geometry as XYZ:
```
37
C10H18BClO7 | the Open Molecules 2025 dataset | ωB97M-V/def2-TZVPD
C 0.36 2.96 -2.25
C -0.87 2.51 -1.32
O -0.58 2.45 0.10
B 0.41 1.44 0.41
O 0.04 0.07 0.56
C 1.95 1.99 0.62
C 3.02 1.81 -0.30
Cl 3.11 0.96 -1.90
C 4.21 2.59 0.41
O 5.15 3.03 -0.27
O 3.95 2.67 1.81
C 2.51 2.84 1.88
O 1.83 3.45 2.72
H -0.03 3.74 -3.01
H 1.22 3.47 -1.70
H 0.70 2.07 -2.90
H -1.29 1.53 -1.76
H -1.69 3.32 -1.45
H 0.75 -0.48 0.95
C 0.43 -4.49 -0.63
C -0.09 -3.10 -0.94
O 0.96 -2.14 -0.84
H 0.86 -4.52 0.38
H -0.36 -5.23 -0.70
H 1.24 -4.77 -1.32
H -0.87 -2.82 -0.24
H -0.50 -3.06 -1.96
H 1.65 -2.39 -1.47
C -2.82 -1.26 2.52
C -3.13 -0.62 1.18
O -3.45 -1.62 0.22
H -1.99 -1.96 2.43
H -2.57 -0.51 3.26
H -3.68 -1.84 2.88
H -2.26 -0.07 0.81
H -3.97 0.07 1.26
H -4.22 -2.10 0.54
```

Results
* 2S+1: 1
* HOMO level: -10.3 eV
* Kohn-Sham gap: 9.182 eV
* lowest unoccupied orbital energy: -1.08 eV
* SMILES: CCOB(O)C1=C(Cl)C(=O)OC1=O.CCO.CCO
* relative energy (zero: lowest compared OMol25 entry of this formula, charge and spin): 2.6331 eV

***

No. 6
Formula: C10H18BFO2V
Source: the Open Molecules 2025 dataset
Level of theory: ωB97M-V/def2-TZVPD

Geometry as XYZ:
```
33
C10H18BFO2V | the Open Molecules 2025 dataset | ωB97M-V/def2-TZVPD
V -3.85 2.56 30.16
B -5.40 2.08 28.66
H -5.69 1.89 29.76
H -5.27 3.22 28.39
H -4.45 1.47 28.46
H -6.25 1.58 28.07
C -3.42 -0.47 30.64
O -3.65 0.78 31.22
H -2.43 -0.90 30.84
H -4.17 -1.17 31.02
H -3.42 -0.41 29.54
C 0.25 0.45 30.83
C 0.78 1.11 32.09
O 0.84 0.47 33.11
C 1.20 2.56 31.98
H -0.64 0.98 30.50
H -0.15 -0.53 31.08
H 1.09 0.49 30.13
H 1.17 2.98 32.99
H 0.45 3.17 31.47
H 2.21 2.66 31.60
F -0.69 -4.14 24.21
C -0.71 -3.28 25.25
C -1.82 -3.16 26.03
C -1.90 -2.19 27.02
C -0.79 -1.37 27.25
C 0.38 -1.60 26.52
C 0.42 -2.50 25.48
H -2.72 -3.71 25.80
H -2.80 -1.95 27.56
H -0.95 -0.68 28.08
H 1.29 -1.02 26.63
H 1.28 -2.57 24.83
```

Results
* 2S+1: 4
* HOMO level (spin up / spin down): -8.9 / -9.4 eV
* Kohn-Sham gap (spin up / spin down): 7.542 / 7.831 eV
* lowest unoccupied orbital energy (spin up / spin down): -1.38 / -1.53 eV
* <S²>: 3.76

***

No. 7
Formula: C10H18BrN3Pd
Source: the Open Molecules 2025 dataset
Level of theory: ωB97M-V/def2-TZVPD

Geometry as XYZ:
```
33
C10H18BrN3Pd | the Open Molecules 2025 dataset | ωB97M-V/def2-TZVPD
Pd 0.00 0.48 0.59
N 0.17 -1.32 -1.48
C -0.94 -2.21 -1.84
C -1.95 -1.49 -2.73
C -3.07 -0.72 -2.02
C -2.69 0.53 -1.23
N -2.16 0.23 0.13
H 0.70 -1.06 -2.30
H 0.81 -1.80 -0.85
H -1.41 -2.53 -0.91
H -0.60 -3.12 -2.34
H -2.42 -2.24 -3.37
H -1.41 -0.81 -3.40
H -3.62 -1.40 -1.36
H -3.78 -0.40 -2.79
H -3.57 1.16 -1.13
H -1.94 1.10 -1.78
H -2.40 -0.70 0.43
H -2.57 0.85 0.81
C 3.64 5.01 0.02
C 2.96 3.70 0.35
C 3.42 2.85 1.36
C 2.78 1.66 1.65
C 1.68 1.35 0.89
Br -0.15 -1.32 2.17
N 1.23 2.15 -0.05
C 1.82 3.30 -0.33
H 4.42 5.23 0.74
H 2.93 5.84 0.02
H 4.10 4.97 -0.97
H 4.30 3.15 1.93
H 3.13 1.01 2.44
H 1.38 3.92 -1.11
```

Results
* 2S+1: 1
* HOMO level: -7.9 eV
* Kohn-Sham gap: 8.665 eV
* lowest unoccupied orbital energy: 0.72 eV
* relative energy (zero: lowest compared OMol25 entry of this formula, charge and spin): 0.0000 eV

***

No. 8
Formula: C10H18Cl2N2STi
Source: the Open Molecules 2025 dataset
Level of theory: ωB97M-V/def2-TZVPD

Geometry as XYZ:
```
34
C10H18Cl2N2STi | the Open Molecules 2025 dataset | ωB97M-V/def2-TZVPD
Ti -0.72 0.11 0.12
Cl -2.60 -1.12 0.58
Cl -1.28 1.64 1.84
C -0.92 1.18 -1.40
H -0.57 1.16 -2.44
H -1.32 2.17 -1.08
C 0.18 -2.07 -0.47
C 0.29 -1.29 -1.60
H 0.90 -1.96 0.36
C -0.56 -1.52 -2.82
H 1.15 -0.63 -1.76
C -1.82 -2.32 -2.47
H -0.82 -0.57 -3.28
H 0.03 -2.10 -3.54
C -1.45 -3.60 -1.72
H -2.49 -1.71 -1.85
H -2.37 -2.58 -3.39
C -0.66 -3.34 -0.43
H -2.35 -4.17 -1.49
H -0.83 -4.22 -2.39
H -1.37 -3.27 0.41
H -0.02 -4.21 -0.21
S 1.65 0.80 0.24
C 1.78 2.04 1.41
N 1.64 3.38 1.28
C 1.48 4.02 2.59
C 1.74 2.88 3.57
N 2.04 1.74 2.70
H 1.22 3.78 0.44
H 0.46 4.42 2.66
H 2.21 4.82 2.74
H 0.86 2.65 4.19
H 2.61 3.09 4.20
H 1.91 0.79 3.01
```

Results
* 2S+1: 2
* HOMO level (spin up / spin down): -2.1 / -2.4 eV
* total charge: -1
* Kohn-Sham gap (spin up / spin down): 4.765 / 5.054 eV
* lowest unoccupied orbital energy (spin up / spin down): 2.68 / 2.68 eV
* <S²>: 0.79

***

No. 9
Formula: C10H18ClN2O6S2Sm
Source: the Open Molecules 2025 dataset
Level of theory: ωB97M-V/def2-TZVPD

Geometry as XYZ:
```
40
C10H18ClN2O6S2Sm | the Open Molecules 2025 dataset | ωB97M-V/def2-TZVPD
Sm 0.78 0.08 0.01
O 2.30 -1.44 1.09
S 2.25 -1.98 -0.30
O 3.01 -3.15 -0.58
O 0.76 -2.13 -0.56
O 2.60 -0.78 -1.13
Cl 1.07 2.59 -0.20
N 0.45 2.37 6.25
C 0.43 1.79 5.01
C 1.40 0.86 4.63
C 1.32 0.29 3.39
N 0.37 0.59 2.49
C -0.55 1.49 2.86
C -0.57 2.10 4.09
H 1.26 2.27 6.83
H -0.14 3.16 6.44
H 2.20 0.57 5.30
H 2.05 -0.44 3.07
H -1.29 1.74 2.11
H -1.34 2.82 4.32
C 0.35 0.45 -4.89
S 1.24 -0.08 -3.47
C 1.31 -1.81 -3.85
O 0.19 0.11 -2.36
H 0.96 0.26 -5.77
H 0.17 1.52 -4.78
H -0.60 -0.09 -4.94
H 1.81 -1.89 -4.82
H 0.28 -2.18 -3.90
H 1.87 -2.34 -3.09
C -2.94 0.48 -1.84
C -2.30 -0.47 -0.88
C -2.46 -1.95 -1.07
O -1.64 -0.03 0.06
H -3.80 0.05 -2.34
H -2.17 0.71 -2.58
H -3.20 1.41 -1.32
H -3.10 -2.18 -1.91
H -2.87 -2.36 -0.15
H -1.47 -2.40 -1.20
```

Results
* 2S+1: 6
* HOMO level (spin up / spin down): -9.1 / -9.1 eV
* Kohn-Sham gap (spin up / spin down): 9.361 / 9.368 eV
* lowest unoccupied orbital energy (spin up / spin down): 0.26 / 0.26 eV
* <S²>: 8.76
* relative energy (zero: lowest compared OMol25 entry of this formula, charge and spin): 0.0000 eV

***

No. 10
Formula: C10H18ClN2O6S2Sm
Source: the Open Molecules 2025 dataset
Level of theory: ωB97M-V/def2-TZVPD

Geometry as XYZ:
```
40
C10H18ClN2O6S2Sm | the Open Molecules 2025 dataset | ωB97M-V/def2-TZVPD
Sm 0.57 0.78 0.92
O 3.54 1.09 3.66
S 2.47 0.81 2.77
O 1.76 -0.49 2.93
O 1.33 1.83 2.79
O 2.84 0.83 1.29
Cl -0.52 2.77 -0.40
N 0.71 0.43 -5.67
C 0.86 0.35 -4.32
C 1.69 1.23 -3.63
C 1.83 1.10 -2.26
N 1.21 0.15 -1.54
C 0.43 -0.70 -2.21
C 0.22 -0.65 -3.57
H 0.99 1.28 -6.13
H -0.06 -0.05 -6.10
H 2.22 2.02 -4.14
H 2.45 1.79 -1.71
H -0.06 -1.45 -1.61
H -0.44 -1.37 -4.04
C 1.79 -3.23 1.30
S 0.15 -2.66 1.70
C -0.82 -3.96 0.96
O -0.07 -1.47 0.79
H 1.95 -4.19 1.79
H 2.46 -2.48 1.70
H 1.89 -3.32 0.22
H -0.66 -4.87 1.52
H -0.54 -4.10 -0.09
H -1.87 -3.66 1.03
C -3.88 1.88 1.54
C -2.50 1.71 2.09
C -1.96 2.79 2.98
O -1.83 0.74 1.77
H -3.88 2.77 0.90
H -4.60 2.05 2.34
H -4.16 1.01 0.95
H -2.71 3.09 3.71
H -1.75 3.65 2.34
H -1.04 2.48 3.46
```

Results
* 2S+1: 6
* HOMO level (spin up / spin down): -9.1 / -9.2 eV
* Kohn-Sham gap (spin up / spin down): 9.218 / 9.245 eV
* lowest unoccupied orbital energy (spin up / spin down): 0.08 / 0.08 eV
* <S²>: 8.76
* relative energy (zero: lowest compared OMol25 entry of this formula, charge and spin): 0.0569 eV

***

No. 11
Formula: C10H18F3N4O6S
Source: the Open Molecules 2025 dataset
Level of theory: ωB97M-V/def2-TZVPD

Geometry as XYZ:
```
42
C10H18F3N4O6S | the Open Molecules 2025 dataset | ωB97M-V/def2-TZVPD
O -4.09 0.07 -5.49
N -3.00 -0.03 -5.87
O -2.71 -1.40 -6.18
C -2.10 -2.03 -5.07
N -0.80 -1.37 -4.74
C -0.35 -1.29 -3.53
N 0.86 -0.66 -3.22
C 0.48 0.65 -2.59
C -0.63 0.54 -1.50
C -1.61 -0.67 -1.68
S -2.09 -1.22 0.02
O -2.88 -2.42 0.01
O -2.79 -0.12 0.60
C -0.58 -1.55 1.07
F -0.39 -0.50 1.88
F 0.55 -1.68 0.36
F -0.77 -2.58 1.86
N -1.05 -1.82 -2.42
H -1.90 -3.09 -5.31
H -2.78 -1.90 -4.22
H -0.27 -0.95 -5.50
H 1.34 -0.48 -4.11
H 0.23 1.43 -3.33
H 1.38 1.03 -2.08
H -0.17 0.60 -0.50
H -1.24 1.46 -1.58
H -2.56 -0.31 -2.12
H -0.35 -2.33 -1.87
O 3.31 3.86 3.63
C 2.97 2.86 4.19
O 2.25 1.93 3.52
C 1.95 0.63 4.03
C 0.72 0.66 4.91
C 3.26 2.65 5.66
H 2.81 0.19 4.52
H 1.75 0.01 3.15
H 0.87 1.29 5.79
H 0.46 -0.35 5.25
H -0.13 1.08 4.37
H 2.51 3.17 6.25
H 4.24 3.07 5.88
H 3.30 1.60 5.96
```

Results
* 2S+1: 1
* HOMO level: -11.9 eV
* total charge: +1
* Kohn-Sham gap: 7.257 eV
* lowest unoccupied orbital energy: -4.60 eV

***

No. 12
Formula: C10H18F3NO9SV
Source: the Open Molecules 2025 dataset
Level of theory: ωB97M-V/def2-TZVPD

Geometry as XYZ:
```
43
C10H18F3NO9SV | the Open Molecules 2025 dataset | ωB97M-V/def2-TZVPD
V 2.77 -8.15 17.93
C 0.05 -5.51 19.68
C 1.04 -6.41 18.99
O 1.28 -7.53 19.53
O 1.74 -6.01 18.03
H 0.55 -5.11 20.56
H -0.88 -6.04 19.88
H -0.09 -4.60 19.08
C 2.78 -12.37 18.00
C 2.94 -10.85 18.16
O 3.65 -10.22 17.36
O 2.31 -10.23 19.07
H 1.78 -12.66 17.68
H 2.92 -12.74 19.03
H 3.55 -12.85 17.39
C 4.58 -6.06 20.70
C 4.89 -7.48 20.22
O 4.69 -7.69 18.88
H 5.06 -5.38 20.00
H 5.13 -5.86 21.63
H 3.51 -5.93 20.82
H 4.39 -8.28 20.81
H 5.93 -7.77 20.50
C 4.08 -8.01 13.41
F 3.76 -9.29 13.22
F 5.02 -7.67 12.52
F 2.97 -7.30 13.13
S 4.77 -7.54 15.11
O 3.67 -7.79 16.03
O 5.91 -8.43 15.25
O 5.09 -6.12 14.92
C 0.32 -9.03 14.29
C 0.25 -9.06 15.81
O 1.05 -8.40 16.45
N -0.62 -9.88 16.43
C -1.02 -9.86 17.82
H -0.36 -9.76 13.84
H 1.34 -9.29 14.02
H 0.12 -7.97 14.11
H -1.33 -10.28 15.83
H -0.76 -10.80 18.31
H -2.08 -9.62 17.92
H -0.46 -9.10 18.37
```

Results
* 2S+1: 4
* HOMO level (spin up / spin down): 0.5 / -0.9 eV
* total charge: -2
* Kohn-Sham gap (spin up / spin down): 4.152 / 5.500 eV
* lowest unoccupied orbital energy (spin up / spin down): 4.64 / 4.64 eV
* <S²>: 3.75
* relative energy (zero: lowest compared OMol25 entry of this formula, charge and spin): 0.3902 eV

***

No. 13
Formula: C10H18N2O5S
Source: the Open Molecules 2025 dataset
Level of theory: ωB97M-V/def2-TZVPD

Geometry as XYZ:
```
36
C10H18N2O5S | the Open Molecules 2025 dataset | ωB97M-V/def2-TZVPD
C -6.34 -0.58 -0.57
S -5.40 0.24 0.75
C -3.90 0.24 0.03
C -2.99 -0.95 0.07
C -1.73 -0.62 -0.68
N -1.20 -1.95 -0.74
C -0.74 0.23 -0.10
O -1.08 1.38 0.22
N 0.58 -0.02 -0.13
C 1.58 0.68 0.66
C 2.65 -0.34 1.15
C 3.14 -1.24 0.05
C 4.77 -1.26 -0.02
O 5.50 -2.29 0.03
O 5.28 0.02 -0.04
C 2.33 1.89 -0.17
O 3.55 1.98 -0.45
O 1.48 2.87 -0.62
H -5.82 -1.61 -1.09
H -6.59 0.17 -1.56
H -7.24 -0.57 0.08
H -3.45 1.04 0.80
H -4.03 0.44 -0.98
H -3.01 -1.62 1.16
H -3.39 -1.68 -0.79
H -1.61 -0.39 -1.67
H -1.83 -2.53 -1.38
H -1.19 -2.51 0.07
H 0.61 -1.05 -0.27
H 1.07 1.39 1.46
H 2.18 -1.05 1.79
H 3.53 0.04 1.75
H 3.07 -2.35 0.45
H 2.75 -1.15 -0.95
H 4.59 0.86 -0.04
H 0.51 2.49 -0.41
```

Results
* 2S+1: 1
* HOMO level: -8.7 eV
* Kohn-Sham gap: 8.694 eV
* lowest unoccupied orbital energy: -0.05 eV
* SMILES: CSCC[C@H](N)C(=O)N[C@@H](CCC(=O)O)C(=O)O
* relative energy (zero: lowest compared OMol25 entry of this formula, charge and spin): 6.6241 eV

***

Per-record molar mass, g/mol: 182.227; 168.220; 473.632; 296.243; 296.512; 251.006; 366.599; 317.108; 512.209; 512.209; 379.337; 436.257; 278.330